No. 1
{
  "formula": "C25H40BF2N13O5S2",
  "method": "the ωB97M-V functional and the def2-TZVPD basis",
  "species": ["C", "B", "O", "N", "S", "O", "O", "F", "S", "O", "O", "F", "H", "H", "H", "H", "C", "C", "N", "H", "H", "H", "C", "C", "N", "H", "H", "H", "C", "C", "N", "H", "H", "H", "C", "C", "N", "H", "H", "H", "C", "C", "N", "H", "H", "H", "C", "C", "N", "H", "H", "H", "C", "C", "N", "H", "H", "H", "C", "C", "N", "H", "H", "H", "C", "C", "N", "H", "H", "H", "C", "C", "N", "H", "H", "H", "C", "C", "N", "H", "H", "H", "C", "C", "N", "H", "H", "H"],
  "positions_angstrom": [[-3.548, 0.908, 2.544], [-2.045, 1.122, 2.273], [-1.500, 1.955, 1.367], [-1.031, 0.302, 3.159], [0.205, -0.424, 2.334], [0.789, -1.432, 3.147], [1.089, 0.492, 1.699], [-0.588, -1.169, 1.244], [-0.595, 1.168, 4.529], [-0.561, 2.540, 4.188], [-1.370, 0.692, 5.609], [0.859, 0.704, 4.749], [-3.707, 0.996, 3.626], [-3.875, -0.098, 2.264], [-4.130, 1.678, 2.041], [-1.907, 1.891, 0.485], [2.564, -1.483, -0.658], [1.296, -1.453, -1.371], [0.286, -1.414, -1.916], [2.732, -2.470, -0.236], [3.377, -1.245, -1.340], [2.547, -0.751, 0.148], [-3.236, 1.831, 8.258], [-4.553, 1.798, 7.637], [-5.590, 1.777, 7.146], [-2.966, 0.836, 8.607], [-2.497, 2.162, 7.531], [-3.243, 2.517, 9.103], [4.402, 1.690, 0.941], [4.814, 1.173, -0.358], [5.138, 0.749, -1.375], [4.298, 0.867, 1.647], [5.149, 2.388, 1.314], [3.446, 2.198, 0.852], [-0.694, -0.817, -5.065], [-1.170, 0.434, -5.636], [-1.548, 1.419, -6.088], [-1.298, -1.642, -5.439], [0.345, -0.978, -5.349], [-0.761, -0.787, -3.979], [1.141, 2.938, -0.710], [-0.057, 2.338, -1.272], [-1.028, 1.864, -1.660], [2.010, 2.657, -1.304], [1.046, 4.023, -0.707], [1.260, 2.586, 0.314], [3.911, -5.789, -1.029], [4.453, -4.659, -0.285], [4.885, -3.768, 0.295], [3.632, -5.471, -2.032], [4.659, -6.575, -1.100], [3.032, -6.179, -0.519], [-2.067, -4.798, 0.396], [-2.795, -3.682, 0.982], [-3.370, -2.800, 1.440], [-1.026, -4.519, 0.248], [-2.118, -5.658, 1.061], [-2.506, -5.059, -0.565], [-4.937, -3.982, 4.700], [-5.389, -2.728, 4.117], [-5.719, -1.759, 3.599], [-5.552, -4.803, 4.336], [-3.900, -4.160, 4.423], [-5.011, -3.937, 5.785], [0.066, -3.378, 6.086], [-0.963, -4.218, 5.495], [-1.777, -4.878, 5.028], [0.970, -3.427, 5.483], [-0.278, -2.346, 6.125], [0.286, -3.721, 7.096], [0.040, 2.986, -8.492], [0.067, 3.898, -9.628], [0.088, 4.626, -10.515], [0.503, 2.040, -8.765], [0.581, 3.420, -7.654], [-0.984, 2.797, -8.185], [-3.356, 4.309, -7.927], [-4.658, 4.321, -8.581], [-5.684, 4.328, -9.095], [-3.147, 3.313, -7.537], [-2.586, 4.593, -8.643], [-3.352, 5.017, -7.101], [7.916, 2.995, -2.491], [8.519, 4.058, -1.699], [8.987, 4.892, -1.064], [7.643, 3.373, -3.475], [8.620, 2.174, -2.609], [7.023, 2.622, -1.993]],
  "homo_ev": -11.17,
  "energy_ev": -83962.0108,
  "e_lumo_ha": -0.0089
}

No. 2
{
  "formula": "C5H14N2",
  "method": "the ωB97M-V functional and the def2-TZVPD basis",
  "species": ["C", "C", "C", "C", "C", "N", "N", "H", "H", "H", "H", "H", "H", "H", "H", "H", "H", "H", "H", "H", "H"],
  "positions_angstrom": [[2.321, 0.933, -0.997], [1.123, 0.811, -0.002], [-0.265, 1.246, -0.564], [-1.310, 0.583, 0.325], [-1.780, -1.772, 0.914], [-1.551, -0.792, -0.170], [1.001, -0.557, 0.425], [3.235, 1.283, -0.444], [2.467, -0.138, -1.197], [2.167, 1.509, -1.916], [1.316, 1.503, 0.879], [-0.442, 0.859, -1.628], [-0.418, 2.316, -0.640], [-2.303, 1.120, 0.315], [-0.860, 0.536, 1.408], [-0.819, -1.921, 1.519], [-2.621, -1.487, 1.563], [-2.083, -2.684, 0.423], [2.512, -1.885, 0.127], [-0.648, -1.074, -0.534], [1.819, -1.292, 0.287]],
  "relative_energy_kcal_mol": 291.7,
  "homo_ev": -19.74,
  "energy_ev": -8362.7008,
  "total_charge": 2,
  "e_lumo_ha": -0.5176
}

No. 3
{
  "formula": "C32H64BrN3O10P",
  "method": "the ωB97M-V functional and the def2-TZVPD basis",
  "species": ["O", "C", "O", "C", "O", "C", "O", "C", "C", "O", "O", "P", "O", "Br", "H", "H", "H", "H", "H", "H", "H", "H", "H", "H", "C", "C", "C", "C", "C", "C", "N", "O", "C", "C", "C", "H", "H", "H", "H", "H", "H", "H", "H", "H", "H", "H", "H", "H", "H", "H", "H", "H", "H", "C", "C", "C", "C", "C", "C", "N", "O", "C", "C", "C", "H", "H", "H", "H", "H", "H", "H", "H", "H", "H", "H", "H", "H", "H", "H", "H", "H", "H", "C", "C", "C", "C", "C", "C", "N", "O", "C", "C", "C", "H", "H", "H", "H", "H", "H", "H", "H", "H", "H", "H", "H", "H", "H", "H", "H", "H", "H"],
  "positions_angstrom": [[-2.410, -1.491, -5.834], [-1.810, -2.339, -5.343], [-0.608, -2.260, -4.835], [-0.073, -0.930, -4.751], [0.817, -0.924, -3.689], [0.090, -0.686, -2.486], [0.801, -1.173, -1.407], [0.123, -2.224, -0.737], [-1.105, -1.752, -0.002], [-0.798, -0.706, 0.890], [-2.345, -3.607, -5.254], [-1.900, -4.380, -3.821], [-1.659, -5.934, -4.212], [-3.844, -4.417, -2.688], [0.498, -0.736, -5.641], [-0.832, -0.181, -4.570], [-0.053, 0.382, -2.329], [-0.895, -1.139, -2.562], [0.810, -2.592, 0.019], [-0.072, -3.071, -1.391], [-1.840, -1.367, -0.709], [-1.587, -2.577, 0.509], [0.153, -0.560, 0.848], [-0.723, -6.107, -4.047], [-6.738, 1.917, -2.550], [-5.649, 0.896, -2.130], [-6.283, -0.369, -1.535], [-6.760, -0.232, -0.093], [-5.617, 0.304, 0.772], [-5.059, 1.626, 0.242], [-4.682, 1.534, -1.198], [-3.554, 0.922, -1.286], [-6.114, 2.724, 0.492], [-3.851, 2.051, 1.066], [-4.986, 0.490, -3.446], [-6.885, 2.728, -1.843], [-6.469, 2.408, -3.486], [-7.703, 1.432, -2.698], [-5.558, -1.188, -1.554], [-7.111, -0.686, -2.172], [-7.641, 0.413, -0.035], [-7.075, -1.209, 0.282], [-5.959, 0.439, 1.800], [-4.820, -0.447, 0.810], [-5.811, 3.669, 0.037], [-6.226, 2.895, 1.563], [-7.107, 2.467, 0.129], [-3.066, 1.294, 1.073], [-4.136, 2.215, 2.106], [-3.427, 2.983, 0.688], [-4.442, 1.324, -3.890], [-5.754, 0.173, -4.153], [-4.294, -0.342, -3.326], [6.465, -3.919, 2.105], [4.992, -3.827, 1.628], [4.612, -5.038, 0.763], [5.119, -4.977, -0.674], [4.706, -3.657, -1.318], [5.178, -2.446, -0.516], [4.764, -2.532, 0.919], [3.524, -2.222, 1.002], [6.710, -2.330, -0.655], [4.635, -1.171, -1.157], [4.171, -3.921, 2.912], [7.156, -3.306, 1.537], [6.562, -3.570, 3.134], [6.832, -4.946, 2.069], [3.521, -5.124, 0.730], [4.970, -5.951, 1.242], [6.205, -5.107, -0.703], [4.698, -5.808, -1.244], [5.103, -3.600, -2.333], [3.615, -3.635, -1.414], [7.103, -1.539, -0.014], [6.972, -2.083, -1.683], [7.241, -3.254, -0.430], [3.549, -1.177, -1.243], [5.035, -1.066, -2.166], [4.930, -0.289, -0.586], [4.325, -3.047, 3.546], [4.482, -4.803, 3.473], [3.104, -4.018, 2.719], [1.352, 2.496, 1.109], [1.227, 2.719, 2.637], [-0.239, 2.915, 3.040], [-0.794, 4.303, 2.737], [0.113, 5.374, 3.335], [1.558, 5.243, 2.853], [2.092, 3.861, 3.058], [2.404, 3.717, 4.295], [1.617, 5.655, 1.368], [2.429, 6.270, 3.571], [1.684, 1.393, 3.245], [1.670, 3.371, 0.551], [2.107, 1.739, 0.884], [0.410, 2.156, 0.674], [-0.349, 2.740, 4.116], [-0.856, 2.159, 2.551], [-0.906, 4.435, 1.657], [-1.796, 4.394, 3.162], [-0.266, 6.366, 3.083], [0.076, 5.300, 4.427], [2.611, 5.479, 0.952], [1.402, 6.719, 1.268], [0.885, 5.146, 0.745], [2.377, 6.175, 4.655], [2.095, 7.277, 3.321], [3.474, 6.178, 3.269], [2.745, 1.216, 3.064], [1.125, 0.576, 2.788], [1.512, 1.337, 4.319]],
  "multiplicity": 4,
  "homo_ev": [-8.23, -9.12],
  "energy_ev": -138493.8933,
  "e_lumo_ha": [0.0062, 0.0062],
  "s_squared": 3.76
}

No. 4
{
  "formula": "C25H28N3O4RuSSi2",
  "method": "the ωB97M-V functional and the def2-TZVPD basis",
  "species": ["Ru", "N", "C", "S", "N", "N", "C", "C", "C", "C", "C", "C", "C", "O", "H", "H", "H", "H", "H", "H", "H", "C", "Si", "C", "C", "C", "C", "C", "C", "C", "Si", "C", "C", "H", "H", "H", "H", "H", "H", "H", "H", "H", "H", "H", "H", "H", "H", "H", "H", "O", "C", "C", "C", "C", "C", "C", "C", "O", "O", "H", "H", "H", "H", "H"],
  "positions_angstrom": [[-0.751, 0.010, 0.729], [2.966, -0.710, 3.046], [1.910, -0.726, 2.155], [0.523, 0.354, 2.590], [1.964, -1.455, 1.112], [0.877, -1.336, 0.250], [0.967, -2.053, -0.811], [-0.023, -2.129, -1.852], [0.265, -3.050, -2.883], [-0.584, -3.285, -3.930], [-1.798, -2.575, -3.970], [-2.114, -1.668, -2.998], [-1.250, -1.390, -1.897], [-1.656, -0.509, -1.051], [2.709, -0.495, 3.996], [3.591, -1.497, 2.951], [1.860, -2.666, -0.932], [1.201, -3.597, -2.816], [-0.336, -4.007, -4.697], [-2.500, -2.753, -4.777], [-3.055, -1.132, -3.013], [-3.463, 1.506, 2.646], [-2.328, 1.698, 1.142], [-3.494, 2.060, -0.309], [-1.493, 3.398, 1.524], [-2.281, 4.548, 1.642], [-1.749, 5.774, 2.008], [-0.391, 5.888, 2.271], [0.416, 4.768, 2.147], [-0.117, 3.526, 1.773], [1.092, 2.138, 1.456], [2.783, 2.656, 2.074], [1.128, 1.571, -0.327], [-4.067, 2.403, 2.815], [-2.876, 1.311, 3.547], [-4.121, 0.649, 2.492], [-4.311, 2.739, -0.043], [-3.928, 1.114, -0.641], [-2.950, 2.485, -1.156], [-3.346, 4.477, 1.446], [-2.393, 6.643, 2.090], [0.036, 6.839, 2.566], [1.477, 4.867, 2.347], [3.156, 3.520, 1.516], [3.495, 1.838, 1.950], [2.749, 2.917, 3.133], [1.365, 2.439, -0.948], [0.135, 1.218, -0.696], [1.861, 0.786, -0.505], [-3.814, -3.826, -0.792], [-2.592, -4.072, -0.288], [-1.862, -5.158, -0.769], [-0.634, -5.465, -0.212], [-0.112, -4.701, 0.828], [-0.821, -3.596, 1.270], [-2.044, -3.254, 0.710], [-2.810, -2.049, 1.178], [-4.037, -2.046, 0.991], [-2.179, -1.103, 1.770], [-4.181, -3.103, -0.218], [-2.285, -5.750, -1.571], [-0.079, -6.316, -0.591], [0.844, -4.950, 1.271], [-0.430, -2.959, 2.053]],
  "relative_energy_kcal_mol": 10.9,
  "homo_ev": -4.30,
  "energy_ev": -68217.6067,
  "total_charge": -1,
  "e_lumo_ha": 0.0890
}